# 1
Computed, not measured: a gas-phase ion, C9H21N2Si (charge +1), with ωB97M-V/def2-TZVPD.

Calculated values
net charge: +1
total energy: -754.2014 hartree
max |F|: 6.2 eV/A
HOMO energy: -12.12 eV
orbital gap: 8.192 eV
energy relative to the best compared isomer or geometry (same formula, charge and spin): 2.814 eV

Positions of all 33 atoms, in Å:
C 1.108 -0.009 0.933
C 2.211 -0.697 0.096
C 1.226 -0.614 -2.029
C 1.464 0.523 2.358
C 1.608 0.799 -2.141
C 1.129 -2.742 -1.053
C -2.679 -1.013 -0.010
C -1.697 1.812 -0.831
C -2.209 1.292 2.420
N 1.513 -1.317 -1.004
N -0.025 0.010 0.453
Si -1.690 0.528 0.609
H 2.861 0.194 -0.077
H 2.545 -1.512 0.652
H 0.730 -0.867 -2.952
H 1.866 -0.293 2.856
H 0.502 0.600 2.974
H 2.061 1.452 2.132
H 1.449 1.353 -3.006
H 2.608 1.060 -1.944
H 1.152 1.494 -1.525
H 1.850 -3.158 -0.313
H 0.073 -2.651 -0.673
H 1.123 -3.199 -2.115
H -3.700 -0.647 -0.234
H -2.186 -1.342 -0.809
H -2.856 -1.639 0.813
H -1.687 1.407 -1.777
H -2.632 2.522 -0.795
H -0.843 2.541 -0.908
H -2.289 0.500 3.028
H -1.441 1.872 2.649
H -3.144 1.741 2.226



# 2
Computed, not measured: a molecular structure, C22H33N7S, with ωB97M-V/def2-TZVPD.

Calculated values
total energy: -1638.7672 hartree
max |F|: 19.7 eV/A
HOMO energy: -7.87 eV
orbital gap: 7.620 eV

Positions of all 63 atoms, in Å:
C -1.621 -5.471 -3.386
C -1.867 -4.308 -2.523
H -1.746 -4.738 -1.555
C -0.708 -3.180 -2.724
N -0.887 -1.879 -1.873
C -0.259 -2.000 -0.453
N -0.594 -0.992 0.507
C -1.305 0.171 -0.241
H -1.081 0.381 -1.266
H -1.021 0.985 0.447
C -2.703 -0.026 0.088
C -3.470 -0.855 -0.867
H -3.602 -0.460 -1.865
H -3.252 -1.994 -0.592
H -4.676 -0.760 -0.658
C -3.103 -0.247 1.732
H -4.330 -0.112 1.886
H -2.811 -1.239 1.909
H -2.650 0.351 2.116
C -3.318 1.464 -0.076
N -2.597 2.598 0.534
C -1.790 3.427 -0.061
H -1.249 2.907 -0.932
H -1.214 4.005 0.614
H -2.511 4.194 -0.992
C -3.468 3.117 1.599
H -4.040 2.552 2.293
H -2.668 3.588 2.195
H -4.114 3.892 1.374
H -4.491 1.562 0.113
H -3.190 1.666 -1.332
C 0.104 -0.846 1.476
C 1.270 -0.072 1.473
C 2.434 -0.271 1.017
C 3.562 0.598 0.915
C 4.904 -0.029 0.323
C 5.850 1.123 0.122
C 5.661 2.249 0.933
C 4.483 2.763 1.204
C 3.566 1.789 1.359
N 2.055 2.159 1.923
C 1.271 1.235 2.110
N 0.155 2.070 2.462
N 0.479 3.354 2.660
N 1.856 3.435 2.162
H 4.106 3.786 1.495
H 6.341 3.113 0.687
C 7.010 0.688 -0.199
H 7.240 -0.420 -0.676
H 7.605 1.259 -1.058
H 7.978 0.788 0.439
H 4.972 -0.884 -0.009
H 2.524 -1.496 0.497
H -0.716 -0.558 2.404
H 0.279 -1.998 1.956
S 0.805 -3.465 0.058
H -1.566 -1.371 -2.010
H 0.404 -3.632 -2.462
H -0.660 -2.899 -3.744
H -2.856 -3.977 -2.391
H -1.730 -4.999 -4.546
H -0.659 -5.946 -3.234
H -2.389 -6.146 -3.355



Among the records above, which one has the highest max |F|?
C22H33N7S



Among the records above, which one has the lowest total energy?
C22H33N7S